# 1
Formula: C19H45BBrFIN6O4
Source: OMol25
Level of theory: wB97M-V/def2-TZVPD

The energy comes out at -119091.68438 eV. For the HOMO-LUMO gap, the calculation gives 6.3 eV. Its energy above the lowest of the compared OMol25 structures with the same formula, charge and spin is 87.1 kcal per mole. Its net charge is +1.

Cartesian coordinates (Å):
C  1.2396  4.1887  2.4653
C  0.4720  2.8874  3.0294
C  -1.0982  2.9218  2.7421
F  -1.6835  3.7842  3.7520
N  -1.8012  1.6189  2.8555
C  -1.2122  0.7371  3.9050
C  -2.1727  -0.4355  4.4192
C  -1.5597  -1.9140  4.2638
I  -0.3887  -2.5541  6.0015
C  -1.9236  0.9410  1.5588
N  -0.8557  0.3588  1.0132
C  -0.8631  -0.3989  -0.2680
C  0.5757  -0.8491  -0.7931
C  1.5619  -1.4156  0.3173
N  1.1586  -2.1298  1.5318
O  2.7911  -1.1895  0.1414
N  -3.2216  0.9071  0.8821
Br  -4.5356  1.4062  2.1783
B  -3.3382  2.0322  -0.1483
C  -4.7553  2.1382  -0.9472
O  -2.2729  2.9336  -0.4589
H  0.7628  5.1301  2.9246
H  1.1730  4.2585  1.3259
H  2.3342  4.2100  2.8145
H  0.6213  2.8820  4.1691
H  1.0168  1.9755  2.6212
H  -1.2497  3.4633  1.7562
H  -0.2154  0.2591  3.6195
H  -0.9981  1.4004  4.8191
H  -2.3435  -0.2851  5.5471
H  -3.2066  -0.4577  3.9497
H  -1.0246  -2.0641  3.2707
H  -2.4639  -2.6246  4.2362
H  0.0187  0.4584  1.5420
H  -1.5606  -1.3066  -0.1225
H  -1.3478  0.1925  -1.1289
H  1.0727  -0.0349  -1.4327
H  0.3877  -1.7191  -1.5255
H  0.6500  -1.4587  2.1397
H  2.0426  -2.2946  2.0553
H  -5.2222  3.1717  -0.8903
H  -5.5420  1.3947  -0.5565
H  -4.5820  1.8232  -2.0438
H  -2.1991  3.0445  -1.4302
C  5.5775  -0.7650  -0.8614
C  6.3475  -0.2541  -2.0766
C  7.8006  -0.7642  -2.1471
O  8.6964  -0.1165  -1.2508
C  8.6649  -0.6130  0.0770
N  6.2907  1.2134  -2.0934
H  5.8598  -0.2518  0.0601
H  4.5088  -0.6059  -0.9970
H  5.7384  -1.8372  -0.7183
H  5.8280  -0.6262  -2.9663
H  8.1849  -0.5503  -3.1500
H  7.8514  -1.8539  -2.0235
H  8.4765  -1.6899  0.1098
H  7.9136  -0.0772  0.6610
H  9.6366  -0.4174  0.5340
H  6.7203  1.5471  -2.9540
H  6.9197  1.5496  -1.3640
C  -2.9007  -2.2530  -3.6600
C  -4.0207  -2.8036  -2.7809
C  -5.4330  -2.4913  -3.3124
O  -5.8597  -1.1501  -3.0959
C  -5.3756  -0.2166  -4.0471
N  -3.8401  -2.3060  -1.4105
H  -2.7666  -1.1751  -3.5423
H  -1.9482  -2.7218  -3.3989
H  -3.0937  -2.4593  -4.7157
H  -3.9112  -3.8927  -2.7658
H  -6.1452  -3.1173  -2.7651
H  -5.5344  -2.7628  -4.3707
H  -5.2904  -0.6526  -5.0460
H  -4.4117  0.1847  -3.7236
H  -6.0798  0.6164  -4.0920
H  -4.5298  -2.7508  -0.8079
H  -4.1152  -1.3227  -1.4065

Atoms 1-2, force components in eV/Å:
-0.483 0.321 0.531
0.642 0.879 0.621

# 2
Formula: C19H45Cl8N5O10
Source: OMol25
Level of theory: wB97M-V/def2-TZVPD

The energy comes out at -148524.71389 eV. For the HOMO-LUMO gap, the calculation gives 10.1 eV. Its net charge is 0.

Cartesian coordinates (Å):
C  5.6512  -2.2628  -1.2176
N  5.0099  -3.5076  -1.7366
O  5.1078  -4.5022  -1.0398
O  4.4992  -3.4784  -2.8271
H  5.5021  -2.3018  -0.1446
H  5.1369  -1.4380  -1.6989
H  6.6998  -2.2018  -1.4934
C  -0.7229  -5.0197  -0.8759
N  -0.0238  -4.3442  -1.9896
O  -0.3079  -3.2017  -2.2531
O  0.7665  -4.9814  -2.6410
H  -0.0366  -5.0680  -0.0329
H  -1.1349  -5.9955  -1.1039
H  -1.5425  -4.3724  -0.5718
C  4.3475  1.7881  -3.0013
N  5.1896  1.8524  -1.7865
O  5.2079  0.9108  -1.0393
O  5.8373  2.8613  -1.6405
H  3.8268  0.8349  -2.9730
H  4.9314  1.9326  -3.9011
H  3.5827  2.5508  -2.8766
C  0.2048  -0.1822  -1.0094
N  1.6149  0.2203  -1.2212
O  1.8972  1.3979  -1.0786
O  2.4144  -0.6462  -1.4789
H  -0.1209  -0.4196  -0.0042
H  0.0358  -0.9744  -1.7330
H  -0.4338  0.6417  -1.3270
C  -4.9465  -1.2584  -0.5360
N  -3.5583  -1.6868  -0.7896
O  -3.4264  -2.6986  -1.4549
O  -2.6529  -1.0184  -0.3395
H  -4.9750  -0.4059  0.1262
H  -5.4578  -2.1318  -0.1297
H  -5.4673  -1.1157  -1.4811
C  -1.4536  3.1400  0.1669
C  -2.0093  1.8754  0.8205
C  -3.3177  2.0869  1.5996
C  -4.5701  2.5128  0.8527
C  -5.8922  2.6606  1.6435
C  -6.3671  1.2937  2.1230
H  -2.1327  3.6322  -0.5326
H  -0.5111  2.9777  -0.3581
H  -1.2664  3.8963  0.9345
H  -2.2248  1.1692  0.0135
H  -1.2992  1.4262  1.5152
H  -3.2074  2.8002  2.4306
H  -3.4821  1.1728  2.1890
H  -4.3204  3.4662  0.3689
H  -4.8179  1.8855  -0.0149
H  -5.7253  3.3428  2.4844
H  -6.6610  3.1630  1.0576
H  -7.3156  1.3043  2.6669
H  -6.5999  0.6953  1.2380
H  -5.6490  0.7557  2.7399
Cl  1.6860  -2.4262  0.9921
C  3.0219  -3.5285  1.3394
C  3.6184  -3.3161  2.7175
Cl  4.5574  -1.7835  2.7402
H  3.8145  -3.3234  0.6245
H  2.7715  -4.5654  1.1188
H  4.3654  -4.0939  2.8484
H  2.8104  -3.2735  3.4413
Cl  1.4747  2.9726  -5.1164
C  0.0094  2.5129  -4.2014
C  -0.5207  1.1607  -4.6116
Cl  -2.0204  0.8278  -3.7129
H  -0.6810  3.3535  -4.2408
H  0.3480  2.5380  -3.1629
H  0.1344  0.3864  -4.2256
H  -0.7144  1.1679  -5.6787
Cl  -3.1424  -2.0210  3.0313
C  -1.4695  -1.4085  3.0570
C  -1.3019  -0.2387  4.0278
Cl  0.4350  0.0240  4.1891
H  -1.1665  -1.1209  2.0535
H  -0.8747  -2.2535  3.3880
H  -1.6414  -0.5154  5.0242
H  -1.8319  0.6631  3.7341
Cl  1.1940  4.0418  2.6634
C  2.6774  3.6316  1.6880
C  3.0938  2.2073  2.0048
Cl  3.3746  1.8807  3.7536
H  3.5148  4.2471  2.0188
H  2.3582  3.8291  0.6733
H  3.9794  1.8621  1.4747
H  2.2923  1.5277  1.7096

Atoms 1-2, force components in eV/Å:
-0.714 0.289 -0.151
1.015 -0.175 -0.171

# 3
Formula: C19H45LiN3O9
Source: OMol25
Level of theory: wB97M-V/def2-TZVPD

The energy comes out at -43527.30022 eV. For the HOMO-LUMO gap, the calculation gives 2.4 eV. Its energy above the lowest of the compared OMol25 structures with the same formula, charge and spin is 187.6 kcal per mole. Its net charge is -1.

Cartesian coordinates (Å):
Li  -0.4656  2.9097  -2.2064
C  2.0518  2.9461  -4.9505
O  1.4056  1.9431  -4.6855
O  2.6382  3.0227  -6.0250
O  1.9006  3.8992  -4.2814
C  -2.4406  1.3351  6.0441
O  -2.5024  1.2222  4.6141
C  -1.4838  1.9541  4.0188
C  -1.7874  1.9077  2.5021
N  -0.8318  2.5621  1.5544
C  -0.5678  3.9345  1.7557
C  -1.8226  4.8077  1.5023
O  -2.4772  4.5414  0.2681
C  -3.6444  5.2829  0.0941
H  -3.0155  0.5705  6.5665
H  -2.9380  2.2447  6.3808
H  -1.4658  1.3442  6.5318
H  -0.5534  1.4448  4.2697
H  -1.5755  3.0041  4.2967
H  -2.7588  2.3294  2.2440
H  -1.8848  0.8684  2.1883
H  0.0153  2.0743  1.8086
H  0.1588  4.2669  1.0143
H  -0.1632  4.1803  2.7375
H  -1.5606  5.8607  1.6050
H  -2.5569  4.6146  2.2844
H  -3.5356  6.3603  -0.0302
H  -4.3575  5.1964  0.9140
H  -4.1177  4.9925  -0.8438
C  -3.8691  0.4305  -4.8977
O  -3.4631  0.1034  -3.6370
C  -4.0942  -1.0358  -3.0544
C  -3.6855  -2.3000  -3.7666
N  -2.2620  -2.6044  -3.4912
C  -1.7783  -3.7464  -4.2278
C  -2.4026  -5.1273  -3.8695
O  -3.7327  -5.1732  -4.3720
C  -4.4526  -6.4097  -4.3077
H  -4.8253  0.9250  -4.7268
H  -3.9674  -0.3885  -5.6102
H  -3.1039  1.0983  -5.2932
H  -5.1518  -0.7753  -3.0947
H  -4.0293  -1.1409  -1.9714
H  -3.9667  -2.2427  -4.8181
H  -4.2690  -3.0724  -3.2657
H  -1.7049  -1.7846  -3.6851
H  -0.6964  -3.8351  -4.1300
H  -1.8959  -3.5585  -5.2950
H  -2.3398  -5.3050  -2.7960
H  -1.7733  -5.8621  -4.3717
H  -5.2368  -6.4406  -5.0641
H  -4.8544  -6.7504  -3.3535
H  -3.8005  -7.2332  -4.5989
C  4.2817  -4.3702  2.3858
O  4.6462  -3.0229  2.0397
C  3.6458  -2.3618  1.2908
C  4.1147  -0.9962  0.8401
N  4.3200  -0.1025  1.9873
C  5.2899  0.9455  1.6850
C  5.5511  1.7969  2.9503
O  5.8414  1.0751  4.1562
C  7.1875  0.6626  4.2780
H  4.9881  -4.7998  3.0961
H  4.2891  -4.9646  1.4722
H  3.2981  -4.4968  2.8382
H  2.7486  -2.2594  1.9013
H  3.3193  -2.8713  0.3842
H  3.4036  -0.5868  0.1226
H  5.0419  -1.0432  0.2690
H  4.8039  -0.7338  2.6098
H  4.9261  1.5502  0.8543
H  6.2586  0.4871  1.4856
H  4.6360  2.3741  3.0824
H  6.3003  2.5795  2.8300
H  7.4606  0.1402  5.1948
H  7.8566  1.5180  4.3721
H  7.4830  0.0887  3.3998

Atoms 1-2, force components in eV/Å:
1.168 -0.058 -1.196
-0.379 -2.410 -3.938